DFT (ωB97M-V/def2-TZVPD) results for a molecular structure, C43H48BCl5F4N6OPmS at a distorted geometry.

Computed properties:
2S+1: 5
Frontier orbital gap (spin up / spin down) in eV: 5.60 / 5.59
Charge: -1
Calculated total energy in eV: -157919.8398
F_max in eV/A: 2.7

Last column: Löwdin charge in e.
Atoms and positions in Å:
Pm1 -0.200 -0.542 0.510  1.81
C1 -4.289 3.729 -1.924  -0.09
C2 -3.061 3.395 -2.785  -0.21
C3 -2.376 2.104 -2.541  -0.13
C4 -2.667 0.874 -3.142  -0.14
C5 -3.511 0.546 -4.320  -0.21
C6 -2.762 0.132 -5.580  -0.10
C7 -1.707 -0.101 -2.606  -0.20
N1 -0.885 0.546 -1.647  0.00
C8 -1.243 1.869 -1.683  -0.25
C9 -0.610 2.875 -0.914  0.03
C10 0.513 2.701 -0.115  -0.27
C11 1.312 3.770 0.420  -0.14
C12 1.016 5.224 0.146  -0.20
C13 1.008 5.579 -1.333  -0.09
C14 2.379 3.208 1.126  -0.15
C15 2.226 1.787 1.030  -0.27
C16 3.125 0.861 1.575  0.02
C17 3.156 -0.504 1.296  -0.21
N2 2.184 -1.206 0.520  0.01
C18 2.627 -2.486 0.433  -0.26
C19 1.925 -3.492 -0.215  0.03
C20 0.758 -3.340 -1.001  -0.23
N3 0.187 -2.127 -1.334  -0.01
C21 -0.850 -2.412 -2.261  -0.19
C22 -1.649 -1.475 -2.916  0.02
C23 -0.913 -3.885 -2.384  -0.13
C24 0.076 -4.473 -1.628  -0.12
C25 0.381 -5.911 -1.346  -0.19
C26 -0.391 -6.459 -0.100  -0.07
C27 -1.797 -4.642 -3.330  -0.19
C28 -1.493 -4.299 -4.806  -0.09
C29 3.813 -2.695 1.231  -0.11
C30 4.113 -1.451 1.760  -0.14
C31 5.319 -0.968 2.502  -0.19
C32 6.176 -0.036 1.620  -0.09
C33 4.456 -4.045 1.242  -0.19
C34 5.014 -4.474 -0.123  -0.09
N4 1.105 1.487 0.223  -0.03
C35 3.449 3.925 1.860  -0.19
C36 3.015 4.245 3.319  -0.09
H1 -4.732 4.646 -2.361  0.07
H2 -3.982 3.902 -0.908  0.06
H3 -5.082 2.970 -1.951  0.05
H4 -2.287 4.177 -2.575  0.11
H5 -3.344 3.482 -3.878  0.12
H6 -4.065 1.474 -4.592  0.11
H7 -4.222 -0.262 -4.019  0.12
H8 -2.392 0.950 -6.190  0.07
H9 -3.427 -0.426 -6.240  0.07
H10 -1.933 -0.569 -5.376  0.06
H11 -1.108 3.807 -0.713  0.11
H12 1.805 5.786 0.668  0.09
H13 0.124 5.574 0.727  0.11
H14 1.947 5.986 -1.608  0.06
H15 0.231 6.282 -1.610  0.07
H16 0.777 4.682 -1.880  0.06
H17 3.834 1.259 2.346  0.12
H18 2.199 -4.532 0.033  0.11
H19 -2.491 -1.881 -3.488  0.11
H20 1.430 -6.014 -1.076  0.09
H21 0.222 -6.508 -2.235  0.10
H22 -0.118 -5.830 0.760  0.06
H23 -0.184 -7.533 0.109  0.07
H24 -1.472 -6.401 -0.310  0.07
H25 -2.846 -4.397 -3.049  0.12
H26 -1.671 -5.737 -3.216  0.10
H27 -1.620 -3.264 -5.048  0.04
H28 -2.197 -4.820 -5.450  0.06
H29 -0.485 -4.580 -5.093  0.08
H30 5.916 -1.787 2.929  0.10
H31 4.914 -0.383 3.344  0.11
H32 6.185 -0.334 0.571  0.08
H33 7.192 0.139 1.986  0.07
H34 5.691 0.941 1.584  0.04
H35 3.686 -4.728 1.602  0.11
H36 5.259 -4.025 2.010  0.11
H37 4.199 -4.515 -0.871  0.07
H38 5.411 -5.472 -0.006  0.06
H39 5.764 -3.779 -0.478  0.07
H40 3.680 4.880 1.363  0.10
H41 4.380 3.347 1.875  0.10
H42 2.052 4.743 3.399  0.05
H43 3.791 4.856 3.777  0.06
H44 2.928 3.314 3.908  0.07
Cl1 -7.006 3.168 2.802  0.58
C37 -5.791 1.947 2.403  -0.69
C38 -4.847 1.547 3.365  -0.73
Cl2 -4.901 2.061 5.005  0.65
C39 -3.869 0.616 2.997  -0.68
Cl3 -3.073 -0.309 4.128  0.77
C40 -3.603 0.354 1.599  -0.42
O1 -2.468 0.008 1.120  -0.23
C41 -4.789 0.520 0.723  -0.61
Cl4 -5.059 -0.410 -0.691  0.70
C42 -5.803 1.383 1.107  -0.73
Cl5 -7.078 1.757 -0.008  0.64
N5 0.254 3.032 5.328  0.04
C43 -0.154 2.710 4.065  -0.92
N6 -0.723 3.716 3.355  0.09
S1 0.117 1.125 3.526  0.68
H45 -0.330 3.636 5.942  0.11
H46 0.695 2.281 5.861  0.08
H47 -0.786 4.672 3.750  0.12
H48 -1.216 3.489 2.461  0.12
F1 0.197 -1.651 2.543  -0.13
B1 -0.511 -2.978 2.359  -1.22
F2 0.424 -3.963 2.077  0.15
F3 -1.287 -3.260 3.434  0.18
F4 -1.275 -2.702 1.205  0.06

=====

DFT (ωB97M-V/def2-TZVPD) results for a molecular structure, C43H48ClCsIN7O9S at a distorted geometry.

Computed properties:
Frontier orbital gap in eV: 5.38
Charge: -2
Calculated total energy in eV: -106229.2867
Energy above the lowest of the compared OMol25 structures with the same formula, charge and spin in kcal per mole: 55.14
F_max in eV/A: 4.0

Last column: Löwdin charge in e.
Atoms and positions in Å:
Cs1 -0.300 1.126 -0.863  1.18
C1 1.275 2.984 3.875  -0.23
C2 0.294 3.009 5.096  -0.21
N1 -0.837 2.161 4.873  -0.07
C3 -1.123 0.882 5.477  -0.18
C4 0.011 -0.086 5.444  -0.29
C5 0.953 -0.259 6.462  -0.03
C6 2.057 -1.077 6.173  -0.05
C7 2.079 -1.720 4.915  -0.03
C8 1.097 -1.503 4.001  -0.29
C9 1.236 -1.967 2.575  -0.15
N2 1.284 -0.763 1.651  -0.05
C10 2.542 0.010 1.748  -0.20
C11 2.486 1.432 2.372  -0.24
N3 1.411 1.724 3.217  -0.07
N4 0.095 -0.703 4.275  0.17
H1 1.020 3.841 3.238  0.09
H2 2.297 3.325 4.254  0.12
H3 0.909 2.775 5.933  0.08
H4 -0.007 4.085 5.260  0.12
H5 -1.612 2.664 4.483  0.11
H6 -1.434 1.032 6.526  0.10
H7 -2.023 0.462 4.949  0.13
H8 0.815 0.185 7.461  0.11
H9 2.839 -1.184 6.898  0.09
H10 2.790 -2.473 4.775  0.08
H11 2.124 -2.657 2.396  0.12
H12 0.334 -2.559 2.324  0.11
H13 1.222 -1.222 0.667  0.08
H14 3.328 -0.609 2.197  0.10
H15 2.869 0.085 0.699  0.08
H16 3.456 1.608 2.888  0.11
H17 2.507 2.163 1.498  0.09
H18 0.531 1.303 3.004  0.09
C12 -4.203 3.733 0.579  -0.05
C13 -4.846 3.279 -0.672  -0.29
N5 -5.912 3.916 -1.127  0.08
C14 -6.405 3.625 -2.336  -0.17
C15 -5.759 2.839 -3.303  -0.18
C16 -6.128 2.939 -4.811  -0.25
O1 -6.940 1.952 -5.356  -0.09
C17 -4.773 2.008 -2.792  -0.10
C18 -4.360 0.791 -3.499  -0.08
N6 -3.167 0.188 -3.398  0.08
C19 -2.822 -1.027 -3.798  -0.36
C20 -1.504 -1.282 -4.322  -0.01
C21 -1.136 -2.582 -4.586  -0.13
C22 -2.085 -3.631 -4.618  -0.12
C23 -3.403 -3.353 -4.247  -0.22
C24 -3.734 -2.107 -3.673  -0.66
I1 -5.219 -2.301 -2.237  0.88
C25 -4.143 2.263 -1.453  -0.32
O2 -3.057 1.763 -1.065  -0.22
H19 -4.831 4.572 0.955  0.08
H20 -3.179 4.067 0.326  0.09
H21 -4.108 2.903 1.309  0.08
H22 -7.358 4.065 -2.558  0.08
H23 -5.170 2.889 -5.350  0.11
H24 -6.513 4.030 -4.965  0.14
H25 -7.877 2.308 -5.315  0.12
H26 -5.078 0.439 -4.293  0.13
H27 -0.914 -0.379 -4.320  0.11
H28 -0.098 -2.877 -4.714  0.09
H29 -1.791 -4.606 -5.050  0.10
H30 -4.176 -4.181 -4.240  0.08
Cl1 4.520 -4.450 -4.436  0.58
C26 3.820 -3.156 -3.510  -0.72
C27 4.530 -1.970 -3.210  -0.13
C28 4.037 -1.116 -2.287  -0.02
C29 2.681 -1.216 -1.801  -0.37
O3 2.127 -0.311 -1.091  -0.27
C30 1.891 -2.293 -2.372  -0.10
C31 0.524 -2.601 -1.812  -0.24
O4 0.081 -2.194 -0.773  -0.02
C32 2.525 -3.323 -3.144  -0.12
H31 5.576 -1.890 -3.565  0.10
H32 4.658 -0.289 -2.043  0.10
H33 -0.090 -3.357 -2.388  0.11
H34 2.021 -4.200 -3.538  0.09
C33 1.895 -6.283 3.191  -0.15
C34 0.549 -6.916 2.968  -0.41
S1 -0.495 -6.456 1.463  0.93
O5 -0.127 -5.027 1.097  -0.53
C35 0.254 -7.823 0.419  -0.39
C36 1.199 -7.438 -0.692  -0.13
H35 2.272 -6.461 4.190  0.07
H36 1.805 -5.189 2.881  0.08
H37 2.670 -6.635 2.512  0.06
H38 -0.142 -6.472 3.738  0.08
H39 0.604 -8.012 3.097  0.08
H40 -0.643 -8.318 -0.038  0.08
H41 0.728 -8.524 1.057  0.05
H42 2.181 -7.287 -0.344  0.06
H43 0.896 -6.507 -1.085  0.05
H44 1.178 -8.195 -1.462  0.07
O6 -0.206 4.245 -0.944  -0.08
C37 0.951 4.129 -0.520  -0.70
O7 1.540 3.178 0.079  -0.19
C38 1.898 5.344 -0.768  -0.09
C39 3.059 5.611 0.013  0.01
C40 4.002 6.610 -0.373  -0.08
C41 3.879 7.322 -1.538  -0.03
C42 2.656 7.146 -2.199  -0.17
C43 1.646 6.204 -1.843  0.08
N7 2.488 7.881 -3.402  -0.33
O8 1.494 7.755 -4.133  0.05
O9 3.511 8.506 -3.775  -0.01
H45 3.343 4.932 0.831  0.12
H46 4.781 6.856 0.357  0.10
H47 4.620 7.896 -2.100  0.11
H48 0.775 5.981 -2.518  0.14

=====

DFT (ωB97M-V/def2-TZVPD) results for a molecular structure, C43H48GeMnN5O4P at a distorted geometry.

Computed properties:
Frontier orbital gap (spin up / spin down) in eV: 5.41 / 5.40
Charge: +3
Calculated total energy in eV: -158112.0865
F_max in eV/A: 1.6

Last column: Löwdin charge in e.
Atoms and positions in Å:
Mn1 0.432 0.369 -0.052  0.65
C1 0.997 2.239 -2.363  -0.02
N1 1.428 0.938 -1.784  -0.04
C2 1.610 -0.149 -2.786  -0.03
C3 1.441 -1.404 -2.018  -0.27
N2 0.875 -1.337 -0.823  0.05
C4 0.787 -2.648 -0.319  -0.19
C5 0.319 -3.141 0.893  -0.01
C6 0.420 -4.505 1.074  -0.03
C7 0.964 -5.349 0.089  -0.02
C8 1.435 -4.860 -1.112  0.03
C9 1.332 -3.486 -1.288  -0.17
N3 1.727 -2.659 -2.348  0.23
C10 0.250 2.916 -1.274  -0.25
N4 -0.129 2.191 -0.236  0.05
C11 -0.894 3.014 0.604  -0.21
C12 -1.528 2.755 1.814  -0.01
C13 -2.204 3.812 2.387  -0.03
C14 -2.238 5.084 1.784  -0.02
C15 -1.603 5.345 0.587  0.03
C16 -0.936 4.271 0.009  -0.17
N5 -0.197 4.167 -1.179  0.23
H1 0.322 2.039 -3.199  0.15
H2 1.846 2.815 -2.738  0.16
H3 2.318 1.082 -1.293  0.15
H4 2.573 -0.073 -3.295  0.16
H5 0.810 -0.075 -3.529  0.12
H6 -0.084 -2.495 1.662  0.12
H7 0.076 -4.939 2.002  0.13
H8 1.025 -6.411 0.283  0.13
H9 1.877 -5.508 -1.857  0.13
H10 2.164 -2.957 -3.208  0.20
H11 -1.490 1.782 2.287  0.12
H12 -2.718 3.666 3.327  0.13
H13 -2.776 5.883 2.277  0.13
H14 -1.625 6.326 0.134  0.13
H15 -0.037 4.906 -1.848  0.20
C17 1.776 3.433 3.496  0.00
C18 2.719 3.222 2.334  -0.54
C19 4.154 3.031 2.774  -0.01
C20 2.585 4.300 1.283  -0.01
O1 2.283 1.957 1.580  -0.18
P1 2.247 0.499 2.121  0.39
O2 2.450 0.227 3.528  -0.16
O3 0.642 0.088 1.620  -0.25
O4 3.001 -0.326 1.031  -0.19
C21 4.195 -1.266 1.242  -0.54
C22 3.740 -2.424 2.101  0.00
C23 5.316 -0.472 1.874  -0.01
C24 4.528 -1.699 -0.168  -0.01
H16 2.091 4.331 4.029  0.11
H17 1.806 2.602 4.199  0.09
H18 0.753 3.586 3.154  0.08
H19 4.502 3.964 3.219  0.11
H20 4.802 2.802 1.928  0.09
H21 4.243 2.249 3.526  0.09
H22 3.001 5.232 1.667  0.11
H23 1.536 4.480 1.038  0.07
H24 3.142 4.038 0.382  0.09
H25 3.431 -2.096 3.092  0.09
H26 4.578 -3.111 2.221  0.12
H27 2.922 -2.967 1.627  0.07
H28 5.063 -0.150 2.883  0.09
H29 5.580 0.396 1.269  0.09
H30 6.195 -1.114 1.939  0.11
H31 3.735 -2.327 -0.579  0.07
H32 5.445 -2.287 -0.158  0.11
H33 4.699 -0.836 -0.814  0.09
C25 -1.044 -0.089 -0.481  0.15
Ge1 -2.808 -1.046 -0.980  1.01
C26 -4.133 0.296 -1.190  -0.29
C27 -5.411 -0.182 -1.493  -0.08
C28 -6.452 0.710 -1.701  -0.04
C29 -6.229 2.077 -1.607  -0.04
C30 -4.962 2.559 -1.306  -0.06
C31 -3.917 1.671 -1.102  -0.11
C32 -2.050 -1.678 -2.637  -0.28
C33 -1.734 -0.686 -3.574  -0.13
C34 -1.269 -1.024 -4.837  -0.08
C35 -1.119 -2.365 -5.177  -0.05
C36 -1.431 -3.356 -4.260  -0.05
C37 -1.892 -3.018 -2.990  -0.08
C38 -2.986 -2.179 0.534  -0.31
C39 -3.202 -3.555 0.426  -0.09
C40 -3.468 -4.301 1.566  -0.05
C41 -3.497 -3.689 2.811  -0.04
C42 -3.274 -2.322 2.927  -0.05
C43 -3.030 -1.567 1.792  -0.11
H34 -5.612 -1.246 -1.561  0.11
H35 -7.440 0.340 -1.933  0.12
H36 -7.047 2.767 -1.765  0.12
H37 -4.796 3.625 -1.230  0.11
H38 -2.938 2.067 -0.858  0.07
H39 -1.914 0.362 -3.343  0.10
H40 -1.066 -0.255 -5.572  0.12
H41 -0.781 -2.635 -6.169  0.12
H42 -1.332 -4.398 -4.536  0.12
H43 -2.121 -3.812 -2.295  0.09
H44 -3.194 -4.054 -0.531  0.09
H45 -3.661 -5.362 1.482  0.12
H46 -3.712 -4.275 3.694  0.12
H47 -3.315 -1.848 3.898  0.12
H48 -2.894 -0.495 1.893  0.10

=====

DFT (ωB97M-V/def2-TZVPD) results for a molecular structure, C43H49ClN5O7P2S2V at a distorted geometry.

Computed properties:
2S+1: 2
Frontier orbital gap (spin up / spin down) in eV: 5.83 / 6.45
Charge: +1
Calculated total energy in eV: -145625.9205
Energy above the lowest of the compared OMol25 structures with the same formula, charge and spin in kcal per mole: 12.92
F_max in eV/A: 1.3

Last column: Löwdin charge in e.
Atoms and positions in Å:
V1 0.286 0.024 -0.417  0.85
C1 0.532 1.725 2.942  -0.19
P1 0.542 0.135 2.064  1.07
C2 2.300 -0.329 2.415  -0.38
N1 2.608 -0.657 3.641  0.15
C3 3.904 -0.963 3.910  -0.19
C4 4.274 -1.338 5.223  0.00
C5 5.572 -1.661 5.486  -0.05
C6 6.551 -1.626 4.460  -0.05
C7 6.218 -1.267 3.188  0.00
C8 4.878 -0.923 2.891  -0.19
N2 4.545 -0.549 1.630  0.15
C9 3.298 -0.240 1.390  -0.40
P2 2.859 0.289 -0.327  1.05
C10 3.785 -0.856 -1.387  -0.19
C11 3.703 1.926 -0.552  -0.68
C12 5.227 1.767 -0.543  -0.08
C13 3.264 2.465 -1.919  -0.08
C14 3.289 2.885 0.564  -0.07
C15 -0.691 -0.931 2.967  -0.67
C16 -1.981 -0.089 2.982  -0.08
C17 -0.967 -2.238 2.222  -0.08
C18 -0.277 -1.249 4.405  -0.09
H1 0.802 1.525 3.980  0.06
H2 -0.439 2.204 2.872  0.04
H3 1.286 2.379 2.505  0.04
H4 3.509 -1.360 5.987  0.12
H5 5.865 -1.950 6.486  0.11
H6 7.574 -1.887 4.697  0.11
H7 6.948 -1.230 2.390  0.12
H8 4.779 -1.014 -0.971  0.06
H9 3.869 -0.417 -2.381  0.06
H10 3.263 -1.806 -1.470  0.04
H11 5.586 1.235 -1.424  0.08
H12 5.593 1.254 0.345  0.07
H13 5.668 2.766 -0.563  0.10
H14 3.632 1.841 -2.735  0.08
H15 3.692 3.461 -2.053  0.10
H16 2.182 2.541 -1.992  0.05
H17 3.707 2.581 1.527  0.09
H18 2.209 2.980 0.649  0.05
H19 3.688 3.876 0.332  0.10
H20 -2.205 0.365 2.015  0.06
H21 -1.935 0.708 3.723  0.09
H22 -2.805 -0.751 3.254  0.10
H23 -1.364 -2.076 1.219  0.07
H24 -1.723 -2.784 2.792  0.10
H25 -0.084 -2.874 2.152  0.08
H26 -0.006 -0.363 4.978  0.08
H27 0.557 -1.945 4.448  0.07
H28 -1.138 -1.711 4.895  0.10
C19 -6.279 0.919 -0.558  -0.04
O1 -5.817 1.079 -1.900  -0.04
C20 -4.515 0.903 -2.145  -0.25
C21 -4.105 1.104 -3.471  0.03
C22 -2.791 0.927 -3.823  0.02
C23 -1.817 0.575 -2.871  -0.09
C24 -0.437 0.321 -3.258  -0.30
C25 -0.058 0.289 -4.701  0.03
O2 0.481 0.122 -2.433  -0.06
C26 -2.283 0.389 -1.567  -0.22
O3 -1.376 0.017 -0.622  -0.16
C27 -3.591 0.531 -1.170  0.09
H29 -7.344 1.130 -0.589  0.10
H30 -5.782 1.631 0.103  0.10
H31 -6.115 -0.100 -0.209  0.10
H32 -4.849 1.386 -4.203  0.13
H33 -2.507 1.060 -4.857  0.12
H34 -0.584 -0.543 -5.175  0.10
H35 1.015 0.147 -4.784  0.10
H36 -0.349 1.211 -5.206  0.10
H37 -3.855 0.360 -0.138  0.12
Cl1 0.308 8.644 -0.866  0.69
C28 0.068 6.947 -0.614  -0.66
C29 -0.520 6.512 0.564  -0.09
C30 -0.714 5.154 0.756  0.00
C31 -0.302 4.240 -0.208  -0.13
C32 0.287 4.696 -1.382  -0.02
C33 0.464 6.052 -1.597  -0.09
C34 -0.508 2.784 0.059  -0.56
O4 -1.406 2.392 0.785  0.04
O5 0.371 1.995 -0.519  -0.21
H38 -0.825 7.231 1.311  0.11
H39 -1.194 4.793 1.656  0.12
H40 0.593 3.988 -2.138  0.11
H41 0.904 6.421 -2.513  0.11
N3 -6.959 -4.280 -0.843  0.11
C35 -5.706 -4.126 -1.406  -0.32
C36 -5.541 -3.378 -2.573  -0.03
C37 -4.280 -3.184 -3.107  -0.06
C38 -3.172 -3.740 -2.491  -0.30
C39 -3.325 -4.506 -1.340  -0.05
C40 -4.578 -4.689 -0.794  -0.02
S1 -1.573 -3.479 -3.158  0.60
O6 -1.733 -2.780 -4.408  -0.30
O7 -0.873 -4.739 -3.138  -0.40
N4 -0.875 -2.447 -2.127  -0.08
C41 0.117 -2.832 -1.377  -0.63
S2 0.861 -4.429 -1.401  1.11
C42 1.903 -3.971 -0.105  -0.38
C43 1.704 -2.701 0.249  -0.32
N5 0.734 -1.996 -0.464  -0.11
H42 -7.751 -4.141 -1.448  0.09
H43 -7.077 -5.034 -0.187  0.09
H44 -6.407 -2.957 -3.068  0.11
H45 -4.149 -2.614 -4.017  0.11
H46 -2.460 -4.968 -0.878  0.12
H47 -4.698 -5.288 0.100  0.11
H48 2.607 -4.660 0.330  0.08
H49 2.236 -2.216 1.047  0.08